# 1
# C2H4NP

2 unconnected molecules or ions with the total composition C2H4NP at a distorted geometry (wB97M-V/def2-TZVPD, OMol25).

<S²>: 2.011
HOMO-LUMO gap (alpha / beta) in eV: 6.751 / 7.488
LUMO (alpha / beta) in eV: 0.0291 / -3.2825
Energy relative to the best compared isomer or geometry (same formula, charge and spin) in kJ/mol: 335.2
Multiplicity: 3

```
8
Properties=species:S:1:pos:R:3:lowdin_charge:R:1
C -0.16 0.53 0.33 -0.1826
C 0.20 -0.59 -0.18 -0.1209
N -2.57 0.71 -0.55 -0.4899
P -3.45 -0.22 0.19 0.4833
H -0.43 0.50 1.40 0.0569
H -0.20 1.38 -0.42 0.0778
H 0.38 -0.65 -1.30 0.0765
H 0.36 -1.55 0.50 0.0990
```

***

# 2
# C2H4NPS

A molecular structure, C2H4NPS at a distorted geometry (wB97M-V/def2-TZVPD, OMol25).

HOMO-LUMO gap in eV: 8.804
LUMO in eV: -0.4794
Energy relative to the best compared isomer or geometry (same formula, charge and spin) in kJ/mol: 396.4

```
9
Properties=species:S:1:pos:R:3:lowdin_charge:R:1
C 0.67 -1.09 1.09 -0.4789
C -0.19 0.99 -0.38 -0.6065
N 1.04 -0.89 -2.38 -0.3379
P 0.79 -0.49 -0.94 0.6962
S -0.23 0.60 1.47 0.6279
H 1.72 -1.03 1.57 0.0474
H 0.31 1.95 -0.26 0.0100
H -1.20 1.21 -0.63 0.0128
H -0.33 -1.65 1.09 0.0288
```

***

Among the records above, which one has the highest energy relative to the best compared isomer or geometry (same formula, charge and spin)? C2H4NPS

***

What is the energy relative to the best compared isomer or geometry (same formula, charge and spin) in the second record? 396.4 kJ/mol